Computed, not measured: C38H42AsGeN2O4S2Sc as an isolated structure, with ωB97M-V with the def2-TZVPD basis set.

Each line ends with the Löwdin charge.
Element x y z (Å)
1 Sc 0.037073 2.800939 1.010365  1.01
2 O 2.038026 3.958690 4.681277  0.19
3 C 1.244259 3.721453 3.596858  -0.37
4 O 1.700597 3.635344 2.450569  0.03
5 C -0.141785 3.486500 3.957677  -0.13
6 C -0.693471 3.256968 5.242915  0.10
7 C -2.048276 2.886685 5.324763  0.03
8 C -2.698594 2.431253 4.210366  0.07
9 C -2.040311 2.389784 2.971399  -0.11
10 N -0.869224 3.097940 2.883369  0.04
11 C -2.503179 1.686494 1.737112  -0.44
12 O -3.645398 1.184143 1.678137  0.14
13 O -1.552522 1.661021 0.751694  -0.20
14 H 2.970539 3.959127 4.439082  0.16
15 H -0.085314 3.445406 6.099368  0.13
16 H -2.426789 2.978013 6.357240  0.15
17 H -3.757922 2.106933 4.224963  0.16
18 S 2.133519 -1.532205 -1.915820  0.69
19 C 2.709480 -2.406422 -0.456309  -0.60
20 C 4.077840 -2.547471 -0.386203  -0.12
21 C 4.715615 -3.230236 0.698611  -0.07
22 C 3.954579 -3.826237 1.641543  -0.07
23 C 2.533361 -3.761928 1.506369  -0.13
24 C 1.863751 -2.962412 0.594905  -0.42
25 As -0.070203 -2.642815 0.837664  1.33
26 C -0.538583 -4.424587 0.105153  -0.37
27 C 0.111414 -4.938898 -1.012222  -0.10
28 C -0.425185 -6.074082 -1.703082  -0.06
29 C -1.659732 -6.593112 -1.360495  -0.07
30 C -2.305190 -6.094853 -0.211388  -0.10
31 C -1.792498 -5.052093 0.453217  -0.12
32 C -0.293357 -2.978486 2.806015  -0.38
33 C -1.543955 -3.199350 3.406897  -0.14
34 C -1.641947 -3.671988 4.722661  -0.09
35 C -0.556475 -3.616886 5.586514  -0.07
36 C 0.701010 -3.229225 5.034758  -0.09
37 C 0.822856 -2.844051 3.700316  -0.15
38 H 4.689312 -2.104176 -1.172487  0.10
39 H 5.807254 -3.278182 0.756371  0.12
40 H 4.514761 -4.420956 2.345590  0.11
41 H 1.889739 -4.363479 2.193089  0.11
42 H 1.124270 -4.657441 -1.250588  0.08
43 H 0.131243 -6.456407 -2.502720  0.09
44 H -2.146079 -7.430940 -1.863347  0.11
45 H -3.253034 -6.529524 0.059579  0.11
46 H -2.219229 -4.661256 1.404928  0.08
47 H -2.411417 -3.125801 2.755833  0.09
48 H -2.604157 -3.946840 5.155993  0.11
49 H -0.685439 -3.934866 6.645922  0.12
50 H 1.580158 -3.115627 5.661611  0.10
51 H 1.865343 -2.493464 3.394044  0.11
52 S -0.434955 5.246693 0.139541  0.68
53 C -1.353352 4.946441 -1.296784  -0.65
54 N -2.390748 3.982268 -1.343579  0.09
55 C -2.980717 3.627154 -2.529895  -0.03
56 C -2.493148 4.146520 -3.699086  -0.04
57 C -1.626751 5.225016 -3.686909  0.00
58 C -0.983724 5.610764 -2.503552  -0.06
59 H -2.484462 3.383084 -0.532170  0.11
60 H -3.950959 3.070669 -2.488892  0.17
61 H -2.996208 3.872104 -4.656675  0.15
62 H -1.377112 5.808883 -4.618620  0.16
63 H -0.178429 6.294057 -2.492814  0.10
64 C -2.489763 -1.348284 -4.302102  -0.13
65 C -2.754627 -0.897221 -2.913207  -0.29
66 C -1.443227 -0.833650 -2.178139  -0.33
67 C -0.427394 0.236474 -2.581904  -0.35
68 Ge 1.197302 0.416222 -1.540146  0.64
69 C 2.538771 1.704499 -2.048500  -0.38
70 C 2.381152 2.329132 -3.419849  -0.27
71 C 2.509997 3.821269 -3.163645  -0.32
72 C 3.877658 4.254304 -2.641807  -0.10
73 H -3.489728 -1.595380 -4.782417  0.10
74 H -1.773380 -2.214620 -4.356262  0.10
75 H -1.914234 -0.615341 -4.888919  0.07
76 H -3.275611 -1.688464 -2.378935  0.12
77 H -3.323303 0.049020 -2.916899  0.11
78 H -0.977456 -1.794644 -2.478171  0.10
79 H -1.635168 -0.874816 -1.127971  0.05
80 H -0.952982 1.187910 -2.705969  0.05
81 H -0.047778 0.055092 -3.625688  0.09
82 H 1.058255 0.656897 0.258207  0.00
83 H 3.423302 0.954789 -2.015662  0.09
84 H 2.693184 2.494158 -1.264762  0.05
85 H 1.493760 2.121137 -3.987120  0.09
86 H 3.251864 2.212235 -4.150833  0.14
87 H 1.730433 4.183736 -2.464090  0.08
88 H 2.359358 4.355389 -4.131565  0.12
89 H 4.113116 3.810582 -1.668302  0.07
90 H 3.944630 5.339502 -2.632287  0.08
91 H 4.575682 3.926045 -3.433668  0.09

Cartesian forces (eV/Å) of the 6 atoms listed first:
Sc 1.0 0.3 -1.1
O -2.0 -0.4 -1.7
C 3.2 0.9 1.8
O -1.4 -0.4 0.1
C -2.6 -1.6 1.0
C 0.5 0.9 -2.0

As for the energy above the lowest of the compared OMol25 structures with the same formula, charge and spin: 133.57 kcal per mole. Its total charge is +2. As for the energy: -210968.98736 eV. Its gap between HOMO and LUMO is 4.3 eV.

---

Computed, not measured: C38H42BBeN6O14 as an isolated structure, with ωB97M-V with the def2-TZVPD basis set.

Each line ends with the Löwdin charge.
Element x y z (Å)
1 Be 2.230476 -1.376394 -2.555269  0.95
2 O 0.148412 -1.204440 -1.126229  0.02
3 C -0.782042 -0.821378 -0.465622  -0.39
4 O -0.819034 0.330849 0.139287  0.24
5 B -2.109370 0.415624 0.873542  -0.89
6 O -2.888667 -0.785082 0.502836  0.27
7 C -2.162825 -1.507083 -0.314875  -0.38
8 O -2.441869 -2.518685 -0.898275  0.15
9 O -2.733349 1.708359 0.624131  0.25
10 C -2.414772 2.503919 1.628055  -0.38
11 O -2.459246 3.692165 1.707115  0.17
12 C -2.045643 1.573717 2.818094  -0.36
13 O -1.879755 0.343193 2.329090  0.21
14 O -1.729572 1.902995 3.921560  0.16
15 N 0.668218 -2.667015 -4.009739  0.05
16 C 1.073396 -3.105631 -5.209163  -0.15
17 C 0.377973 -3.987458 -6.017340  -0.04
18 C -0.855460 -4.381758 -5.513121  -0.06
19 C -1.366321 -3.879480 -4.330252  -0.03
20 C -0.543502 -3.031273 -3.594190  -0.14
21 H 1.951926 -2.697825 -5.699316  0.11
22 H 0.822258 -4.295528 -6.950415  0.12
23 H -1.453880 -5.011325 -6.162970  0.12
24 H -2.378962 -4.199401 -4.134844  0.12
25 H -0.983935 -2.648553 -2.680809  0.08
26 N 1.372425 -2.186677 1.805744  0.07
27 C 2.504591 -2.843994 2.109681  -0.15
28 C 2.510936 -4.055652 2.796733  -0.07
29 C 1.327708 -4.414708 3.413145  -0.08
30 C 0.199586 -3.633567 3.286503  -0.06
31 C 0.235166 -2.541833 2.436016  -0.11
32 H 3.410603 -2.644466 1.546259  0.10
33 H 3.380489 -4.681139 2.943047  0.11
34 H 1.222604 -5.334129 3.976709  0.11
35 H -0.612407 -3.839106 3.971853  0.11
36 H -0.549356 -1.810972 2.281838  0.10
37 N 2.369208 0.750923 -1.551464  0.02
38 C 2.131409 0.926543 -0.246176  -0.13
39 C 2.326207 2.138193 0.403577  -0.02
40 C 2.679097 3.250292 -0.334465  -0.02
41 C 2.741993 3.125113 -1.715804  -0.04
42 C 2.657024 1.860255 -2.267627  -0.14
43 H 2.051449 0.052820 0.391040  0.10
44 H 2.303699 2.119171 1.484171  0.12
45 H 3.031122 4.187741 0.079653  0.12
46 H 2.921741 3.949622 -2.389986  0.12
47 H 2.922346 1.691795 -3.301897  0.11
48 N 2.377668 -3.332926 -1.343058  0.04
49 C 1.286424 -4.002372 -0.960327  -0.14
50 C 1.291429 -5.286287 -0.459438  -0.03
51 C 2.497999 -5.904433 -0.235343  -0.03
52 C 3.658333 -5.160290 -0.479799  -0.04
53 C 3.568540 -3.904114 -1.038304  -0.13
54 H 0.386318 -3.400889 -0.995491  0.09
55 H 0.321501 -5.681129 -0.190775  0.13
56 H 2.548477 -6.905540 0.169379  0.12
57 H 4.621888 -5.627290 -0.332372  0.12
58 H 4.430615 -3.284160 -1.243572  0.11
59 C -0.470610 6.320051 3.147481  -0.10
60 C -0.001782 4.942927 3.636235  -0.08
61 O 1.408178 4.995540 3.354364  0.05
62 C 1.680472 5.945512 2.431647  -0.57
63 O 2.708347 6.155317 1.873632  0.15
64 O 0.560482 6.671643 2.254791  0.04
65 H -0.536471 7.094246 3.913163  0.13
66 H -1.392958 6.323486 2.568810  0.12
67 H -0.444002 4.065035 3.174078  0.10
68 H -0.125967 4.841731 4.712467  0.14
69 C -1.283238 5.345083 -0.967153  -0.10
70 C -1.050150 3.958826 -1.517172  -0.11
71 O -0.171261 4.288355 -2.586679  0.01
72 C -0.523825 5.509097 -3.088398  -0.57
73 O -0.235198 5.939679 -4.154100  0.17
74 O -1.329128 6.102527 -2.187464  0.06
75 H -0.575271 5.897189 -0.337344  0.13
76 H -2.167433 5.567796 -0.367769  0.13
77 H -1.899928 3.416132 -1.928247  0.14
78 H -0.514425 3.382022 -0.763277  0.12
79 C -1.838184 -0.641538 -6.496019  -0.09
80 C -2.624457 0.448303 -5.757753  -0.24
81 C -1.794482 1.462927 -4.973542  -0.17
82 C -0.758311 0.894281 -4.119189  -0.16
83 N 0.109833 0.468744 -3.500285  0.18
84 H -1.662547 -1.569362 -5.951979  0.05
85 H -0.879906 -0.218867 -6.803281  0.08
86 H -2.417709 -0.941994 -7.368747  0.08
87 H -3.398411 0.033803 -5.107974  0.11
88 H -3.191804 1.009614 -6.501260  0.11
89 H -2.492570 2.132545 -4.472318  0.12
90 H -1.250887 2.094536 -5.683130  0.13
91 C -0.685721 -2.037241 7.057138  -0.10
92 C -2.049713 -1.315260 7.162282  -0.26
93 C -1.998511 0.162303 6.707470  -0.19
94 C -0.924182 0.900424 7.367011  -0.24
95 N -0.079916 1.492173 7.872163  0.15
96 H 0.056774 -1.549187 7.686420  0.07
97 H -0.330778 -1.901958 6.031112  0.06
98 H -0.835988 -3.077890 7.334811  0.07
99 H -2.281063 -1.339255 8.230175  0.11
100 H -2.833698 -1.810032 6.591837  0.10
101 H -2.978183 0.533842 7.001741  0.12
102 H -1.846680 0.077541 5.633564  0.09

Cartesian forces (eV/Å) of the 6 atoms listed first:
Be -3.2 -0.2 2.3
O 0.6 -0.9 -0.5
C 0.0 0.9 -0.3
O -0.3 -0.3 0.2
B -0.4 -0.3 1.1
O 0.2 0.2 -0.7

Its total charge is +1. As for the energy: -78767.64870 eV. Its gap between HOMO and LUMO is 6.6 eV.

---

| no. | LUMO (eV) | HOMO (eV) |
| --- | --- | --- |
| 1 | -7.64 | -11.961 |
| 2 | -5.52 | -12.086 |